Computed, not measured: a molecular structure, C12H17Cl2EuO3P at a distorted geometry, with the ωB97M-V functional and the def2-TZVPD basis.

CARTESIAN COORDINATES (ANGSTROEM)
Eu (1.079, -4.435, -1.864)
Cl (3.057, 1.389, 1.226)
Cl (1.662, -3.506, 0.209)
P (0.941, 3.554, -0.663)
O (0.462, 2.021, 1.549)
O (1.786, -1.358, 1.730)
O (-0.293, 3.112, -1.356)
C (1.849, -1.594, 0.424)
C (-1.417, -2.345, 0.619)
C (-1.156, -0.229, -0.372)
C (-1.959, -2.010, -1.693)
C (1.297, 1.017, 1.090)
C (-1.030, -1.022, 0.744)
C (0.992, -0.180, 2.001)
C (-1.647, 0.291, -2.741)
C (-1.871, -2.810, -0.583)
C (0.773, 3.355, 1.165)
C (-1.596, -0.685, -1.596)
C (-0.485, -0.562, 2.093)
H (-0.898, 0.822, -0.291)
H (-1.365, -2.989, 1.488)
H (-2.197, -3.844, -0.646)
H (0.999, -1.212, -0.148)
H (-0.107, 3.948, 1.422)
H (-1.082, 0.267, 2.472)
H (-0.612, 0.563, -2.972)
H (2.794, -1.350, -0.068)
H (-2.058, -0.152, -3.645)
H (1.592, 3.804, 1.731)
H (2.018, 2.759, -1.110)
H (1.292, 0.181, 2.984)
H (-2.322, -2.379, -2.645)
H (1.048, 0.827, 0.043)
H (1.149, 4.923, -0.941)
H (-2.131, 1.220, -2.450)
H (-0.564, -1.393, 2.793)

As for the total charge: +2. As for the HOMO-LUMO gap (spin up / spin down): 6.17 / 6.37 eV. The value obtained for the total energy is -72506.677 eV. For the HOMO energy (spin up / spin down), the calculation gives -14.923 / -14.923 eV. The value obtained for the molar mass is 463.11 g/mol. As for the spin multiplicity: 8.